1.
102
Properties=species:S:1:pos:R:3 method="wB97M-V/def2-TZVPD" spin_multiplicity=2 energy_ev=-155695.5742 charge=-2 de_lowest_kcal_mol=9.4 gap_ev="5.0 / 4.3" e_lumo_ev="3.87 / 3.87"
V 0.842 0.191 0.955
C 6.923 -2.853 -1.491
C 5.565 -2.526 -0.926
C 4.765 -3.503 -0.343
C 3.535 -3.187 0.190
C 2.991 -1.879 0.161
N 1.762 -1.588 0.672
C 0.871 -2.634 0.891
C 0.602 -3.607 -0.073
C -0.393 -4.552 0.111
C -1.157 -4.568 1.269
C -2.336 -5.489 1.426
C -0.877 -3.632 2.254
C 0.117 -2.686 2.079
N 0.345 -1.711 3.078
C 0.175 -1.872 4.410
C 0.550 -0.698 5.017
C 0.945 0.146 3.972
N 0.805 -0.466 2.798
C 3.851 -0.884 -0.368
C 5.092 -1.224 -0.897
N 3.514 0.484 -0.282
C 4.160 1.492 -0.919
C 3.811 2.665 -0.306
C 2.920 2.291 0.706
N 2.723 0.974 0.710
H 6.956 -3.884 -1.847
H 7.175 -2.191 -2.320
H 7.702 -2.742 -0.729
H 5.116 -4.530 -0.303
H 2.953 -3.966 0.659
H 1.149 -3.564 -1.007
H -0.598 -5.265 -0.682
H -2.330 -6.274 0.668
H -2.355 -5.958 2.413
H -3.252 -4.903 1.317
H -1.508 -3.590 3.133
H -0.157 -2.805 4.830
H 0.518 -0.470 6.068
H 1.293 1.161 4.016
H 5.729 -0.443 -1.291
H 4.775 1.325 -1.783
H 4.102 3.658 -0.588
H 2.400 2.909 1.412
O -1.885 1.554 1.256
C -2.883 0.569 1.346
C -2.166 -0.815 1.100
O -2.843 -1.833 1.276
O -0.961 -0.760 0.713
C -3.423 0.525 2.762
C -4.614 -0.124 3.074
C -5.020 -0.241 4.396
C -4.245 0.285 5.420
C -3.069 0.953 5.111
C -2.661 1.073 3.792
C -3.943 0.798 0.281
C -4.724 1.949 0.361
C -5.615 2.273 -0.648
C -5.748 1.446 -1.754
C -4.984 0.292 -1.836
C -4.087 -0.030 -0.828
H -2.130 2.218 0.597
H -5.221 -0.553 2.287
H -5.949 -0.750 4.630
H -4.557 0.171 6.453
H -2.462 1.391 5.894
H -1.748 1.595 3.538
H -4.614 2.604 1.218
H -6.198 3.184 -0.582
H -6.431 1.709 -2.553
H -5.074 -0.354 -2.702
H -3.493 -0.930 -0.907
S 0.981 4.554 4.443
C 0.690 3.479 3.254
N 0.507 2.678 2.421
F 1.313 5.105 0.269
C 0.119 5.129 -0.301
F 0.069 6.179 -1.143
F -0.798 5.344 0.643
S -0.321 3.545 -1.224
O 0.476 2.512 -0.635
O -1.750 3.495 -1.081
N -0.012 3.855 -2.754
S 1.462 3.991 -3.281
O 2.367 4.682 -2.413
O 1.986 2.891 -4.047
C 1.092 5.219 -4.639
F 0.558 6.354 -4.181
F 2.226 5.541 -5.289
F 0.248 4.705 -5.547
S 0.788 0.076 -2.049
C 0.675 -0.681 -3.520
N 1.351 -0.126 -4.589
C 1.351 -0.659 -5.830
C 0.668 -1.802 -6.097
C -0.082 -2.403 -5.053
C -0.076 -1.857 -3.804
H 1.767 0.787 -4.402
H 1.926 -0.131 -6.578
H 0.692 -2.236 -7.086
H -0.661 -3.294 -5.258
H -0.635 -2.289 -2.986

2.
89
Properties=species:S:1:pos:R:3 method="wB97M-V/def2-TZVPD" spin_multiplicity=5 energy_ev=-121247.5689 charge=-1 de_lowest_kcal_mol=0.0 gap_ev="6.4 / 6.7" e_lumo_ev="2.13 / 2.13"
Fe 0.279 0.332 -0.544
N -1.776 4.174 0.266
C -0.840 3.278 -0.181
S 0.156 2.512 0.982
N -0.796 3.160 -1.503
N 0.052 2.195 -1.912
C 0.561 2.282 -3.089
C 0.275 3.394 -4.036
C 1.280 4.275 -4.421
C 1.013 5.307 -5.311
C -0.264 5.464 -5.828
C -1.274 4.591 -5.444
C -1.006 3.566 -4.551
C 1.528 1.220 -3.440
C 2.149 1.133 -4.686
C 3.065 0.118 -4.901
C 3.336 -0.782 -3.882
C 2.658 -0.633 -2.681
N 1.782 0.339 -2.470
H -2.028 4.071 1.233
H -2.518 4.377 -0.386
H 2.276 4.155 -4.011
H 1.804 5.990 -5.595
H -0.474 6.269 -6.522
H -2.275 4.714 -5.836
H -1.795 2.897 -4.229
H 1.913 1.846 -5.463
H 3.562 0.029 -5.860
H 4.048 -1.586 -4.009
H 2.803 -1.313 -1.850
C -0.739 1.628 5.646
C -1.956 1.464 4.994
C -2.040 0.666 3.863
C -0.910 0.022 3.366
C 0.304 0.197 4.024
C 0.392 0.990 5.161
P -0.903 -1.033 1.864
C -1.489 -2.625 2.579
C -2.220 -3.520 1.796
C -2.554 -4.780 2.273
C -2.162 -5.174 3.544
C -1.430 -4.296 4.332
C -1.095 -3.038 3.853
C -2.301 -0.462 0.853
C -3.652 -0.640 1.161
C -4.623 -0.154 0.303
C -4.231 0.512 -0.855
C -2.884 0.684 -1.146
C -1.863 0.198 -0.313
H -0.674 2.260 6.523
H -2.840 1.968 5.364
H -2.987 0.564 3.347
H 1.191 -0.285 3.635
H 1.350 1.123 5.650
H -2.539 -3.228 0.803
H -3.125 -5.452 1.643
H -2.426 -6.155 3.919
H -1.116 -4.590 5.326
H -0.523 -2.364 4.480
H -3.947 -1.175 2.059
H -5.674 -0.293 0.528
H -4.986 0.892 -1.537
H -2.620 1.218 -2.055
I 6.390 1.243 5.511
C 5.170 0.475 3.991
C 5.123 -0.897 3.787
C 4.302 -1.398 2.787
C 3.545 -0.543 1.997
C 3.613 0.829 2.211
C 4.421 1.346 3.214
C 2.613 -1.110 0.938
O 2.465 -2.332 0.869
O 2.076 -0.233 0.189
H 5.712 -1.562 4.404
H 4.220 -2.463 2.613
H 3.011 1.484 1.593
H 4.459 2.412 3.390
N -0.961 -5.138 -0.888
C -0.859 -3.978 -1.619
C -0.178 -2.858 -1.105
N -0.115 -1.735 -1.786
C -0.717 -1.684 -2.979
C -1.375 -2.787 -3.473
N -1.449 -3.942 -2.806
H -0.323 -5.264 -0.120
H -1.192 -5.961 -1.419
H 0.347 -2.892 -0.153
H -0.662 -0.752 -3.527
H -1.859 -2.755 -4.443

3.
91
Properties=species:S:1:pos:R:3 method="wB97M-V/def2-TZVPD" energy_ev=-90010.9608 charge=-2 de_lowest_kcal_mol=2.8 gap_ev=5.2 e_lumo_ev=3.55
Cs -0.549 -0.747 -0.498
O -1.498 -1.790 1.971
C -2.632 -1.942 2.522
C -2.790 -1.648 3.917
C -3.992 -1.760 4.582
C -5.136 -2.196 3.911
C -5.018 -2.505 2.562
C -3.829 -2.383 1.835
C -3.953 -2.708 0.402
N -3.144 -2.478 -0.560
N -3.611 -2.945 -1.780
C -3.006 -2.412 -2.826
O -2.131 -1.511 -2.893
C -3.503 -3.001 -4.138
C -4.537 -3.935 -4.198
C -4.961 -4.444 -5.416
C -4.358 -4.030 -6.599
C -3.327 -3.101 -6.547
C -2.907 -2.590 -5.325
H -1.896 -1.313 4.433
H -4.045 -1.511 5.639
H -6.084 -2.298 4.425
H -5.897 -2.847 2.023
H -4.904 -3.192 0.143
H -4.988 -4.246 -3.266
H -5.767 -5.169 -5.446
H -4.688 -4.429 -7.552
H -2.848 -2.773 -7.463
H -2.109 -1.861 -5.254
O 1.118 -3.131 0.571
H 0.373 -2.835 1.122
H 1.726 -2.369 0.494
C -4.200 0.884 0.879
O -4.124 2.316 0.998
C -3.065 2.783 1.717
C -2.691 2.276 2.952
C -1.603 2.825 3.621
C -0.897 3.883 3.067
C -1.268 4.384 1.827
C -2.331 3.823 1.147
N -2.711 4.299 -0.135
C -1.927 4.622 -1.174
C -0.653 4.218 -1.492
C 0.015 4.876 -2.590
C 1.225 4.469 -3.022
C 1.868 3.340 -2.390
C 1.286 2.656 -1.387
C -0.043 3.019 -0.900
O -0.658 2.325 -0.084
H -4.395 0.406 1.838
H -3.268 0.505 0.465
H -5.018 0.669 0.197
H -3.216 1.428 3.373
H -1.302 2.408 4.573
H -0.043 4.304 3.582
H -0.702 5.180 1.359
H -3.704 4.388 -0.276
H -2.423 5.291 -1.877
H -0.482 5.720 -3.061
H 1.713 4.973 -3.846
H 2.839 3.010 -2.741
H 1.780 1.792 -0.949
Cl 5.631 2.060 1.361
C 4.277 1.094 1.887
C 3.028 1.687 1.933
C 1.933 0.987 2.403
C 2.108 -0.313 2.853
C 3.358 -0.889 2.783
Cl 3.540 -2.542 3.327
C 4.482 -0.233 2.259
N 5.731 -0.871 2.183
C 6.509 -0.833 0.962
C 7.836 -0.449 1.067
C 8.640 -0.359 -0.056
C 8.101 -0.639 -1.302
C 6.780 -1.040 -1.410
C 5.964 -1.177 -0.291
C 4.550 -1.653 -0.451
C 3.551 -0.501 -0.734
O 3.942 0.422 -1.470
O 2.447 -0.599 -0.143
H 2.927 2.702 1.571
H 0.948 1.436 2.390
H 1.269 -0.899 3.205
H 5.691 -1.799 2.579
H 8.213 -0.183 2.047
H 9.673 -0.048 0.039
H 8.710 -0.544 -2.194
H 6.356 -1.253 -2.383
H 4.213 -2.199 0.428
H 4.486 -2.332 -1.305

4.
88
Properties=species:S:1:pos:R:3 method="wB97M-V/def2-TZVPD" spin_multiplicity=6 energy_ev=-111661.0987 charge=+1 gap_ev="5.3 / 6.1" e_lumo_ev="-4.25 / -3.66"
Fe -0.263 -0.158 0.072
C -5.868 0.303 3.346
C -4.454 0.031 2.919
C -3.983 -1.277 2.777
C -2.675 -1.535 2.422
C -1.777 -0.486 2.188
N -0.432 -0.715 1.880
C 0.414 -1.280 2.797
C 0.029 -1.444 4.143
C 0.880 -1.961 5.093
C 2.176 -2.343 4.758
C 3.136 -2.864 5.788
C 2.574 -2.178 3.440
C 1.732 -1.665 2.463
N 2.248 -1.526 1.150
C 3.235 -2.273 0.611
C 3.540 -1.748 -0.620
C 2.668 -0.669 -0.765
N 1.892 -0.535 0.308
C -2.266 0.821 2.272
C -3.580 1.074 2.648
N -1.380 1.892 2.009
C -1.285 3.067 2.665
C -0.255 3.776 2.093
C 0.232 2.947 1.078
N -0.463 1.816 1.026
H -6.211 -0.455 4.048
H -6.538 0.287 2.484
H -5.954 1.280 3.819
H -4.656 -2.105 2.961
H -2.308 -2.549 2.330
H -0.965 -1.134 4.434
H 0.537 -2.056 6.115
H 2.635 -3.042 6.737
H 3.941 -2.147 5.958
H 3.591 -3.799 5.457
H 3.590 -2.440 3.174
H 3.629 -3.142 1.106
H 4.269 -2.104 -1.326
H 2.576 0.026 -1.586
H -3.922 2.100 2.726
H -1.910 3.309 3.507
H 0.103 4.751 2.371
H 1.053 3.116 0.401
O 0.880 -3.706 -0.885
C 0.330 -2.726 -1.337
O -0.453 -1.950 -0.636
C 0.473 -2.361 -2.790
C 0.946 -3.342 -3.656
C 0.994 -3.111 -5.018
C 0.563 -1.892 -5.521
C 0.120 -0.902 -4.662
C 0.089 -1.112 -3.280
P -0.628 0.189 -2.189
C -2.376 -0.234 -2.596
C -3.142 -0.856 -1.611
C -4.434 -1.270 -1.880
C -4.981 -1.047 -3.137
C -4.226 -0.424 -4.117
C -2.922 -0.026 -3.854
C -0.022 1.756 -2.909
C -0.434 3.150 -2.388
C 0.293 4.274 -3.056
C 1.336 4.093 -3.887
C 1.779 2.791 -4.206
C 1.113 1.681 -3.698
H 1.248 -4.291 -3.234
H 1.352 -3.877 -5.693
H 0.573 -1.705 -6.587
H -0.211 0.039 -5.076
H -2.725 -1.003 -0.621
H -5.014 -1.761 -1.110
H -5.994 -1.362 -3.346
H -4.651 -0.255 -5.098
H -2.347 0.452 -4.637
H -0.166 3.202 -1.324
H -0.017 5.276 -2.790
H 1.857 4.946 -4.300
H 2.626 2.656 -4.863
H 1.493 0.712 -3.988
S -3.520 4.875 -0.757
C -2.341 4.838 -1.985
C -1.963 3.439 -2.370
N -2.571 2.560 -1.401
C -3.368 3.136 -0.609
H -2.088 5.738 -2.519
H -2.352 3.193 -3.373
H -3.943 2.608 0.142

5.
90
Properties=species:S:1:pos:R:3 method="wB97M-V/def2-TZVPD" spin_multiplicity=5 energy_ev=-104430.8886 charge=+2 de_lowest_kcal_mol=10.8 gap_ev="7.2 / 5.7" e_lumo_ev="-5.57 / -7.09"
Ir -0.285 -0.447 0.477
O 1.780 -0.815 1.457
S 1.842 -1.496 2.808
C 1.220 -0.221 3.966
C 2.031 1.063 4.014
C 2.135 2.039 2.807
C 1.119 3.180 2.566
S -0.553 2.783 2.099
O -0.619 1.299 1.824
C -0.694 3.637 0.608
C -1.749 4.568 0.394
C -1.950 5.015 -0.882
C -1.050 4.593 -1.939
C 0.069 3.865 -1.674
C 0.209 3.293 -0.399
C 3.506 -1.353 3.342
C 4.425 -0.672 2.560
C 5.804 -0.696 2.865
C 6.233 -1.483 3.901
C 5.327 -2.255 4.638
C 3.970 -2.174 4.366
H 1.216 -0.550 5.008
H 0.192 -0.075 3.633
H 3.045 0.806 4.202
H 1.713 1.617 4.922
H 2.254 1.656 1.857
H 3.016 2.552 3.061
H 1.583 3.939 1.860
H 0.964 3.770 3.516
H -2.286 4.976 1.242
H -2.737 5.726 -1.166
H -1.276 5.107 -2.885
H 0.770 3.642 -2.478
H 1.083 2.719 -0.260
H 3.931 -0.034 1.858
H 6.579 -0.138 2.365
H 7.314 -1.443 4.164
H 5.605 -2.914 5.474
H 3.230 -2.725 4.927
O -0.914 -1.680 2.185
N -1.781 -2.649 2.009
N -2.173 -2.696 0.837
O -1.854 -1.852 -0.101
C -3.220 -3.708 0.523
C -4.306 -3.227 -0.207
C -5.238 -4.159 -0.646
C -5.253 -5.538 -0.204
C -4.247 -5.940 0.691
C -3.185 -5.033 0.986
H -4.437 -2.201 -0.451
H -5.940 -3.814 -1.377
H -6.066 -6.153 -0.570
H -4.227 -6.983 1.081
H -2.393 -5.315 1.651
S 4.351 -3.160 -4.256
C 5.876 -3.499 -3.554
C 5.955 -2.928 -2.326
C 4.767 -2.252 -1.991
C 3.836 -2.284 -2.935
C 2.530 -1.517 -2.874
C 1.839 -1.503 -1.606
N 0.812 -0.734 -1.433
C 0.348 0.070 -2.451
C 0.973 0.030 -3.702
C 0.307 0.727 -4.753
C -0.911 1.299 -4.647
C -1.569 1.399 -3.328
C -2.802 1.953 -3.083
C -3.426 1.811 -1.868
C -2.709 1.170 -0.828
N -1.507 0.698 -1.045
C -0.946 0.751 -2.258
C -4.718 2.378 -1.544
C -5.509 1.959 -0.500
C -6.687 2.739 -0.440
C -6.721 3.659 -1.426
S -5.318 3.752 -2.373
C 2.075 -0.735 -3.896
H 6.585 -4.203 -4.043
H 6.801 -3.108 -1.623
H 4.618 -1.674 -1.106
H 2.148 -2.031 -0.757
H 0.710 0.724 -5.728
H -1.328 1.776 -5.529
H -3.340 2.519 -3.782
H -3.115 1.204 0.228
H -5.178 1.232 0.231
H -7.520 2.686 0.291
H -7.525 4.426 -1.651
H 2.566 -0.741 -4.921